[1]
{"formula": "C5H9BO", "method": "ωB97M-V with the def2-TZVPD basis set", "orbital_gap_ev": 8.146, "homo_energy_ev": -7.70, "smiles": "C=C/B=C/C.C=O", "elements": ["C", "C", "B", "C", "C", "H", "H", "H", "H", "H", "H", "H", "C", "O", "H", "H"], "positions_angstrom": [[-0.877, -2.164, 0.549], [-0.918, -1.424, -0.559], [-0.786, 0.101, -0.616], [-0.884, 1.472, -0.953], [-1.279, 2.718, -0.199], [-1.047, -3.168, 0.731], [-0.795, -1.663, 1.536], [-0.901, -1.811, -1.614], [-0.433, 1.731, -1.936], [-1.712, 2.354, 0.772], [-1.979, 3.406, -0.637], [-0.391, 3.316, -0.008], [3.017, -1.189, 0.722], [2.597, -0.351, 0.012], [2.348, -1.891, 1.141], [4.042, -1.434, 1.060]], "mulliken_charge": [-0.790, 0.005, 0.054, -0.029, -0.996, 0.327, 0.190, 0.229, 0.185, 0.239, 0.318, 0.278, -0.060, -0.359, 0.167, 0.241]}

[2]
{"formula": "C5H9BO", "method": "ωB97M-V with the def2-TZVPD basis set", "orbital_gap_ev": 7.170, "homo_energy_ev": -7.83, "smiles": "B1=CCC=C1.CO", "elements": ["B", "C", "C", "C", "C", "H", "H", "H", "H", "H", "C", "O", "H", "H", "H", "H"], "positions_angstrom": [[1.449, 0.576, -1.801], [1.291, 1.426, -0.697], [1.587, 0.465, 0.520], [1.846, -0.868, -0.099], [1.833, -0.884, -1.474], [1.055, 2.488, -0.581], [0.538, 0.408, 0.956], [2.279, 0.832, 1.356], [2.234, -1.744, 0.493], [1.925, -1.790, -1.991], [-2.960, -0.101, 0.788], [-1.760, 0.349, 0.258], [-3.262, 0.577, 1.657], [-2.920, -1.182, 1.060], [-3.729, -0.261, -0.044], [-1.405, -0.293, -0.401]], "mulliken_charge": [0.052, -0.527, -0.142, -0.346, -0.682, 0.361, 0.175, 0.341, 0.307, 0.498, -0.533, -0.412, 0.197, 0.251, 0.223, 0.236]}

[3]
{"formula": "C5H9Br2N2", "method": "ωB97M-V with the def2-TZVPD basis set", "orbital_gap_ev": 10.320, "total_charge": 1, "homo_energy_ev": -14.01, "smiles": "CC1=[NH+][C@H](Br)[C@@H](Br)N1C", "elements": ["C", "C", "N", "C", "Br", "C", "Br", "N", "C", "H", "H", "H", "H", "H", "H", "H", "H", "H"], "positions_angstrom": [[-1.782, -1.126, -0.513], [-0.419, -0.663, -0.296], [0.717, -1.186, -0.785], [1.961, -0.524, -0.527], [3.372, -1.467, 0.379], [1.258, 0.827, 0.491], [1.725, 2.568, -0.157], [-0.104, 0.487, 0.329], [-1.047, 1.344, 0.966], [-1.911, -0.866, -1.564], [-2.383, -0.670, 0.234], [-1.800, -2.175, -0.477], [0.543, -1.997, -1.285], [2.184, -0.077, -1.463], [1.541, 0.602, 1.485], [-0.765, 1.794, 1.834], [-1.118, 2.225, 0.208], [-1.972, 0.903, 1.139]], "mulliken_charge": [-1.348, 0.847, -0.104, -0.271, -0.056, -0.470, -0.034, 0.151, -1.070, 0.346, 0.346, 0.450, 0.116, 0.484, 0.531, 0.365, 0.403, 0.314]}

[4]
{"formula": "C5H9Br2NO2", "method": "ωB97M-V with the def2-TZVPD basis set", "orbital_gap_ev": [5.496, 5.493], "homo_energy_ev": [-7.67, -7.67], "elements": ["C", "C", "C", "C", "C", "N", "O", "O", "Br", "Br", "H", "H", "H", "H", "H", "H", "H", "H", "H"], "positions_angstrom": [[-3.212, 0.453, 1.835], [0.845, 0.097, -1.695], [1.859, 0.736, 0.555], [0.507, -1.244, 0.193], [-0.526, 0.815, 0.369], [0.701, 0.132, -0.228], [-3.543, 1.091, 0.941], [-2.869, -0.196, 2.715], [-1.172, 2.130, -0.828], [-2.613, -1.788, -1.139], [1.357, 1.047, -1.788], [1.389, -0.768, -1.956], [-0.193, 0.016, -2.116], [2.116, -0.122, 1.351], [2.697, 0.901, -0.037], [1.545, 1.689, 1.082], [-0.337, -1.754, -0.441], [1.262, -1.898, -0.025], [0.187, -1.337, 1.209]], "mulliken_charge": [0.802, -0.995, -0.735, -1.175, -0.302, 0.492, -0.371, -0.389, 0.056, -0.702, 0.479, 0.318, 0.368, 0.299, 0.399, 0.322, 0.132, 0.556, 0.447]}

[5]
{"formula": "C5H9Br6NO", "method": "ωB97M-V with the def2-TZVPD basis set", "orbital_gap_ev": 9.810, "homo_energy_ev": -9.60, "elements": ["C", "O", "N", "C", "C", "H", "H", "H", "H", "H", "H", "H", "C", "Br", "Br", "Br", "H", "C", "Br", "Br", "Br", "H"], "positions_angstrom": [[5.471, 9.751, 20.375], [6.392, 9.137, 20.869], [5.071, 9.722, 19.079], [3.814, 10.312, 18.689], [5.800, 9.047, 18.035], [4.837, 10.424, 20.978], [3.434, 10.954, 19.483], [3.060, 9.543, 18.489], [3.938, 10.920, 17.792], [5.981, 9.723, 17.198], [6.785, 8.735, 18.378], [5.274, 8.143, 17.716], [9.006, 6.994, 21.130], [7.933, 6.498, 19.621], [10.626, 7.851, 20.595], [9.343, 5.511, 22.270], [8.409, 7.711, 21.680], [9.558, 10.560, 25.235], [10.555, 10.215, 26.827], [9.750, 9.145, 23.964], [10.053, 12.234, 24.478], [8.514, 10.589, 25.511]], "mulliken_charge": [0.099, -0.514, 0.142, -0.856, -0.833, 0.265, 0.285, 0.313, 0.296, 0.322, 0.158, 0.317, -0.121, -0.062, -0.006, -0.003, 0.145, -0.361, -0.017, 0.114, -0.005, 0.322]}

[6]
{"formula": "C5H9Cl2O4P", "method": "ωB97M-V with the def2-TZVPD basis set", "orbital_gap_ev": 10.111, "homo_energy_ev": -9.48, "smiles": "COC(=O)P(O[C@H](C)O)C(Cl)Cl", "elements": ["C", "O", "C", "O", "P", "O", "C", "C", "O", "C", "Cl", "Cl", "H", "H", "H", "H", "H", "H", "H", "H", "H"], "positions_angstrom": [[0.729, -3.084, -0.834], [0.374, -1.978, 0.031], [-0.842, -1.736, 0.350], [-1.832, -2.305, 0.014], [-1.093, -0.090, 1.182], [0.194, 0.642, 0.484], [0.835, 1.897, 0.822], [1.460, 2.372, -0.441], [1.899, 1.674, 1.710], [-2.332, 0.342, -0.239], [-2.558, 2.050, -0.244], [-3.900, -0.518, -0.063], [0.070, -3.307, -1.674], [0.607, -4.016, -0.126], [1.631, -2.778, -1.150], [0.035, 2.700, 1.179], [2.161, 1.572, -0.658], [0.653, 2.419, -1.191], [1.877, 3.318, -0.183], [1.756, 0.889, 2.171], [-1.724, -0.062, -1.138]], "mulliken_charge": [-0.694, -0.277, 0.685, -0.517, -0.187, -0.034, 0.436, -1.184, -0.527, -0.069, -0.143, -0.144, 0.331, 0.269, 0.276, 0.232, 0.283, 0.261, 0.411, 0.292, 0.302]}

[7]
{"formula": "C5H9ClO2", "method": "ωB97M-V with the def2-TZVPD basis set", "orbital_gap_ev": 11.225, "homo_energy_ev": -10.67, "smiles": "CC(C)(CCl)C(=O)O", "elements": ["C", "C", "C", "C", "Cl", "C", "O", "O", "H", "H", "H", "H", "H", "H", "H", "H", "H"], "positions_angstrom": [[-0.232, 0.378, 1.533], [-0.048, 0.046, 0.008], [-0.094, 1.413, -0.754], [-1.072, -0.971, -0.540], [-2.859, -0.469, -0.341], [1.349, -0.480, -0.307], [2.275, 0.197, -0.705], [1.457, -1.750, -0.005], [-1.235, 0.758, 1.655], [0.502, 1.068, 1.914], [-0.273, -0.520, 2.156], [0.023, 1.239, -1.835], [-1.075, 1.928, -0.607], [0.783, 2.119, -0.458], [-0.994, -1.934, -0.032], [-0.917, -1.071, -1.653], [2.410, -1.952, -0.031]], "mulliken_charge": [-1.673, 1.509, -1.437, -0.758, -0.217, 0.180, -0.569, -0.411, 0.418, 0.418, 0.370, 0.379, 0.373, 0.297, 0.397, 0.374, 0.352]}

[8]
{"formula": "C5H9ClS2", "method": "ωB97M-V with the def2-TZVPD basis set", "orbital_gap_ev": 9.847, "homo_energy_ev": -9.29, "smiles": "C[C@@H](S)[C@@H](S)/C=C/Cl", "elements": ["C", "C", "S", "C", "S", "C", "C", "Cl", "H", "H", "H", "H", "H", "H", "H", "H", "H"], "positions_angstrom": [[-0.425, 1.984, 0.824], [0.446, 1.522, -0.321], [2.096, 2.292, -0.321], [0.599, -0.054, -0.447], [1.419, -0.804, 0.999], [-0.766, -0.610, -0.650], [-1.307, -1.674, -0.069], [-2.912, -2.240, -0.501], [-1.414, 1.563, 0.699], [-0.044, 1.682, 1.808], [-0.556, 3.107, 0.828], [-0.028, 1.921, -1.251], [2.361, 1.970, 1.025], [1.238, -0.308, -1.358], [2.654, -0.386, 0.517], [-1.344, -0.042, -1.373], [-0.907, -2.259, 0.758]], "mulliken_charge": [-1.305, -0.144, -0.188, 0.382, -0.181, -0.612, -0.372, -0.201, 0.392, 0.357, 0.336, 0.325, 0.142, 0.293, 0.155, 0.331, 0.291]}

[9]
{"formula": "C5H9F", "method": "ωB97M-V with the def2-TZVPD basis set", "orbital_gap_ev": 10.343, "homo_energy_ev": -9.25, "smiles": "C/C=C(/F)CC", "elements": ["C", "C", "C", "F", "C", "C", "H", "H", "H", "H", "H", "H", "H", "H", "H"], "positions_angstrom": [[2.114, -0.814, -0.133], [1.371, 0.521, -0.083], [0.081, 0.483, 0.127], [-0.652, 1.661, -0.036], [-0.746, -0.689, 0.503], [-2.006, -0.872, -0.327], [1.526, -1.599, -0.592], [3.076, -0.687, -0.717], [2.471, -1.175, 0.847], [1.930, 1.442, -0.042], [-0.963, -0.656, 1.588], [-0.133, -1.552, 0.343], [-2.666, -1.577, 0.062], [-2.430, 0.140, -0.300], [-1.819, -1.061, -1.386]], "mulliken_charge": [-1.135, -0.168, 0.304, -0.326, -0.178, -1.186, 0.342, 0.315, 0.260, 0.409, 0.253, 0.140, 0.374, 0.289, 0.307]}

[10]
{"formula": "C5H9F", "method": "ωB97M-V with the def2-TZVPD basis set", "orbital_gap_ev": 8.718, "homo_energy_ev": -8.41, "elements": ["C", "C", "C", "C", "C", "F", "H", "H", "H", "H", "H", "H", "H", "H", "H"], "positions_angstrom": [[-1.990, 0.528, 0.175], [-1.668, -0.697, 0.522], [2.095, -0.088, -0.430], [-0.613, -1.324, -0.355], [1.759, 1.312, -0.053], [2.842, -0.834, 0.380], [-1.475, 0.938, -0.803], [-2.537, 1.117, 0.818], [-1.907, -1.120, 1.389], [-0.801, -2.492, -0.306], [0.462, -1.196, -0.051], [-0.800, -1.057, -1.332], [0.739, 1.109, 0.505], [1.405, 1.934, -0.884], [2.488, 1.872, 0.425]], "mulliken_charge": [-0.776, 0.088, -0.121, -0.944, -0.571, -0.165, 0.195, 0.298, 0.418, 0.301, 0.085, 0.417, 0.106, 0.276, 0.393]}

[11]
{"formula": "C5H9F2NO2", "method": "ωB97M-V with the def2-TZVPD basis set", "orbital_gap_ev": 10.569, "homo_energy_ev": -9.76, "smiles": "CC(C)(O)C(F)(F)C(N)=O", "elements": ["C", "C", "C", "O", "C", "F", "F", "C", "N", "O", "H", "H", "H", "H", "H", "H", "H", "H", "H"], "positions_angstrom": [[1.856, 0.263, -0.185], [0.414, 0.889, -0.331], [-0.041, 1.615, 0.888], [0.468, 1.679, -1.557], [-0.743, -0.413, -0.640], [-0.205, -1.121, -1.673], [-1.845, 0.216, -1.075], [-1.044, -1.314, 0.690], [-1.613, -2.460, 0.308], [-0.809, -0.995, 1.840], [1.799, -0.518, 0.657], [2.323, -0.096, -1.088], [2.465, 1.002, 0.297], [0.315, 2.684, 0.712], [0.251, 1.306, 1.823], [-1.144, 1.529, 0.873], [1.218, 1.463, -2.055], [-1.744, -2.830, -0.580], [-1.921, -2.899, 1.098]], "mulliken_charge": [-1.612, 1.217, -1.563, -0.548, 0.528, -0.338, -0.287, 0.415, -0.331, -0.584, 0.304, 0.466, 0.467, 0.368, 0.340, 0.382, 0.314, 0.195, 0.266]}

[12]
{"formula": "C5H9FN2O2", "method": "ωB97M-V with the def2-TZVPD basis set", "orbital_gap_ev": 9.141, "homo_energy_ev": -8.76, "elements": ["C", "C", "C", "C", "C", "N", "N", "O", "O", "F", "H", "H", "H", "H", "H", "H", "H", "H", "H"], "positions_angstrom": [[3.181, 1.457, -0.942], [4.008, 0.917, -0.078], [-0.604, -0.283, -0.158], [-2.683, 0.940, 0.231], [1.231, -1.830, -0.418], [-1.864, -0.241, 0.352], [0.001, -1.540, 0.019], [-0.057, 0.654, -0.678], [1.640, -3.020, -0.144], [3.583, 0.396, 1.093], [2.121, 1.484, -0.771], [3.558, 1.870, -1.859], [-2.027, 1.765, -0.038], [-3.441, 0.820, -0.548], [-3.172, 1.155, 1.181], [5.081, 0.817, -0.182], [-2.315, -1.084, 0.668], [-0.547, -2.244, 0.543], [1.027, -3.598, 0.377]], "mulliken_charge": [-0.476, 0.039, 0.644, -0.838, -0.331, -0.243, -0.001, -0.548, -0.256, -0.241, 0.144, 0.224, 0.314, 0.284, 0.289, 0.327, 0.192, 0.248, 0.229]}

Record-wise ΔE to the lowest compared entry with this formula, charge and spin values, in kJ/mol: 386.3 453.4 104.9 196.5 16.6 0.0 0.0 51.7 51.2 490.9 71.9 109.5
Record-wise maximum force values, in Eh/bohr: 0.05146 0.05661 0.09422 0.08573 0.01312 0.11004 0.04261 0.02991 0.05581 0.10272 0.09970 0.03302